1.
ORCA calculation (the ωB97M-V functional and the def2-TZVPD basis) on C6H12N2O3 in the gas phase in a non-equilibrium geometry.

```
23
Properties=species:S:1:pos:R:3:nbo_charge:R:1
C -1.672 -0.672 -0.943 -0.169
C -0.977 0.416 -0.263 0.653
C -2.975 -1.120 -0.356 -0.622
C 1.283 1.138 0.535 -0.173
C 2.719 1.063 0.049 0.798
C 1.217 1.122 1.960 -0.632
H -0.743 -2.376 -0.483 0.352
H -0.915 -2.289 -2.094 0.376
H -1.989 -0.176 -1.836 0.224
H -3.662 -1.472 -1.293 0.210
H -3.364 -0.128 -0.023 0.262
H -3.001 -2.009 0.519 0.210
H 0.744 -0.605 -0.416 0.440
H 1.046 2.247 0.159 0.246
H 1.154 0.024 2.329 0.204
H 0.253 1.640 2.284 0.256
H 2.324 1.583 2.322 0.258
H 3.992 -0.322 -0.786 0.523
N -0.685 -1.692 -1.287 -0.846
N 0.321 0.325 -0.200 -0.602
O -1.657 1.337 0.216 -0.661
O 3.565 1.928 0.404 -0.591
O 3.021 0.038 -0.799 -0.715
```

The total energy is -571.00405 Ha. Its LUMO energy is 0.39 eV. As for the spin multiplicity: 1. Its charge is 0. The orbital gap comes out at 9.83 eV. As for the SMILES: C[C@H](N)C(=O)N[C@@H](C)C(=O)O. For the energy above the lowest of the compared OMol25 structures with the same formula, charge and spin, the calculation gives 259.3 kJ/mol.

---

2.
ORCA calculation (the ωB97M-V functional and the def2-TZVPD basis) on a molecular structure, C6H12N2OS in a non-equilibrium geometry.

```
22
Properties=species:S:1:pos:R:3:nbo_charge:R:1
C -2.564 1.853 -0.761 0.250
C 0.107 1.729 0.461 -0.613
C 1.817 -0.835 0.115 -0.681
C -1.812 0.557 -0.650 -0.109
C -0.310 0.728 -0.527 -0.273
C 0.353 -0.715 -0.330 0.114
N -3.142 2.829 -0.704 -0.324
N -2.705 -0.179 0.853 -0.771
O 0.237 -1.397 -1.583 -0.721
S -3.380 -1.609 0.344 0.201
H 1.143 1.858 0.386 0.212
H -0.209 1.554 1.420 0.220
H -0.267 2.668 0.165 0.224
H 2.042 -0.167 0.962 0.235
H 2.520 -0.583 -0.718 0.213
H 1.817 -1.804 0.682 0.242
H -2.144 -0.044 -1.503 0.249
H 0.088 0.914 -1.468 0.231
H -0.185 -1.236 0.473 0.164
H -3.600 0.436 0.955 0.379
H 1.242 -1.575 -1.699 0.475
H -2.236 -2.146 0.113 0.083
```

The total energy is -818.62721 Ha. Its LUMO energy is 0.52 eV. As for the spin multiplicity: 1. Its charge is 0. The orbital gap comes out at 8.90 eV. For the energy above the lowest of the compared OMol25 structures with the same formula, charge and spin, the calculation gives 332.4 kJ/mol.

---

3.
ORCA calculation (the ωB97M-V functional and the def2-TZVPD basis) on a gas-phase ion, C6H12N2P (charge +1) in a non-equilibrium geometry.

```
21
Properties=species:S:1:pos:R:3:nbo_charge:R:1
C -0.570 -0.180 -0.454 0.494
C 1.152 0.872 0.569 -0.132
C -1.315 -1.417 -0.787 -0.690
C 2.480 1.017 1.163 -0.692
C 1.287 -1.489 0.382 -0.438
C -2.451 1.341 -0.696 -0.452
N 0.608 -0.298 0.142 -0.332
N -1.125 1.022 -0.347 -0.553
P -0.041 2.140 0.504 0.805
H -1.104 -1.645 -1.816 0.263
H -2.368 -1.307 -0.610 0.258
H -0.914 -2.310 -0.393 0.257
H 2.585 1.964 1.693 0.265
H 3.190 1.225 0.356 0.263
H 2.668 0.189 1.831 0.244
H 2.350 -1.242 0.513 0.247
H 0.885 -2.209 1.065 0.244
H 1.252 -2.121 -0.580 0.228
H -2.489 2.387 -1.060 0.244
H -3.185 1.278 0.090 0.236
H -2.895 0.784 -1.565 0.240
```

The total energy is -686.43661 Ha. Its LUMO energy is -3.56 eV. As for the spin multiplicity: 1. Its charge is +1. The orbital gap comes out at 9.38 eV. As for the SMILES: Cc1p[n+](C)c(C)n1C. For the energy above the lowest of the compared OMol25 structures with the same formula, charge and spin, the calculation gives 0.0 kJ/mol.

---

4.
ORCA calculation (the ωB97M-V functional and the def2-TZVPD basis) on 2 unconnected molecules or ions with the total composition C6H12N2S in a non-equilibrium geometry.

```
21
Properties=species:S:1:pos:R:3:nbo_charge:R:1
C 1.568 -1.405 0.514 -0.667
C 1.575 -0.092 -1.764 -0.114
C 1.623 -0.254 -0.426 0.085
C 1.453 1.871 -0.825 0.175
N 1.414 1.250 -2.051 -0.546
N 1.499 1.040 0.160 -0.451
H 1.857 -0.712 -2.601 0.212
H 1.759 1.661 -2.902 0.410
H 1.035 -1.114 1.422 0.254
H 2.545 -1.637 0.942 0.229
H 1.218 2.925 -0.811 0.189
H 0.933 -2.209 0.160 0.222
C -2.499 0.735 1.543 -0.764
C -1.702 -1.058 -0.393 -0.757
S -1.791 -0.890 1.400 0.196
H -3.438 0.773 1.000 0.209
H -2.601 1.071 2.575 0.236
H -1.869 1.539 1.138 0.215
H -2.524 -0.541 -0.896 0.217
H -1.748 -2.113 -0.664 0.226
H -0.778 -0.637 -0.779 0.222
```

The total energy is -743.49163 Ha. Its LUMO energy is 0.87 eV. As for the spin multiplicity: 1. Its charge is 0. The orbital gap comes out at 8.99 eV. As for the SMILES: Cc1c[nH]cn1.CSC. For the energy above the lowest of the compared OMol25 structures with the same formula, charge and spin, the calculation gives 70.2 kJ/mol.

---

5.
ORCA calculation (the ωB97M-V functional and the def2-TZVPD basis) on a gas-phase ion, C6H12N3 (charge +1) in a non-equilibrium geometry.

```
21
Properties=species:S:1:pos:R:3:nbo_charge:R:1
C -1.137 0.469 1.048 -0.201
C 0.121 0.750 0.817 -0.025
C -1.835 -0.721 0.539 0.229
C 1.089 -1.322 -0.011 -0.086
C 0.595 0.503 -1.572 -0.384
C 2.390 0.788 -0.190 -0.398
N -1.380 -1.766 -0.025 -0.230
N -3.249 -0.654 0.597 -0.789
N 1.004 0.109 -0.183 -0.311
H -1.556 1.232 1.743 0.273
H 0.432 1.637 1.377 0.252
H 0.973 -1.856 0.935 0.224
H 0.792 -1.939 -0.787 0.209
H 1.262 0.294 -2.406 0.252
H -0.264 0.006 -1.732 0.227
H 0.307 1.458 -1.490 0.217
H 3.153 0.290 -0.897 0.268
H 2.018 1.854 -0.424 0.236
H 2.788 0.592 0.825 0.235
H -3.722 -0.230 1.387 0.394
H -3.782 -1.494 0.448 0.405
```

The total energy is -399.60431 Ha. Its LUMO energy (alpha / beta) is -3.89 / -5.46 eV. As for the spin multiplicity: 3. Its charge is +1. The orbital gap (alpha / beta) comes out at 8.82 / 7.73 eV. For the energy above the lowest of the compared OMol25 structures with the same formula, charge and spin, the calculation gives 276.2 kJ/mol.

---

6.
ORCA calculation (the ωB97M-V functional and the def2-TZVPD basis) on 2 unconnected molecules or ions with the total composition C6H12N3O2 in a non-equilibrium geometry.

```
23
Properties=species:S:1:pos:R:3:nbo_charge:R:1
C 1.532 0.377 0.669 1.000
C -2.455 0.101 -1.357 -0.322
C -2.824 1.546 -0.962 -0.114
C -1.139 1.461 0.642 0.013
C 1.153 -1.951 0.144 -0.441
C 3.397 -1.032 0.920 -0.417
N -0.487 0.456 -0.131 -0.163
N -1.106 -0.155 -1.030 -0.066
N 1.948 -0.854 0.672 -0.446
O 1.651 1.492 0.877 -0.390
O -2.430 1.806 0.380 -0.475
H -3.041 -0.577 -0.747 0.251
H -2.587 -0.036 -2.404 0.245
H -2.513 2.352 -1.682 0.199
H -3.862 1.780 -0.996 0.228
H -1.072 1.250 1.743 0.223
H -0.341 2.170 0.577 0.206
H 1.848 -2.862 0.071 0.246
H 0.170 -2.152 0.693 0.244
H 0.798 -1.864 -0.892 0.250
H 3.960 -1.026 -0.054 0.233
H 3.752 -0.255 1.666 0.250
H 3.648 -2.025 1.200 0.246
```

The total energy is -550.18761 Ha. Its LUMO energy is -3.86 eV. As for the spin multiplicity: 1. Its charge is +1. The orbital gap comes out at 9.51 eV. For the energy above the lowest of the compared OMol25 structures with the same formula, charge and spin, the calculation gives 488.2 kJ/mol.

---

| no. | molecular weight (g/mol) |
| --- | --- |
| 1 | 160.17 |
| 2 | 160.24 |
| 3 | 143.15 |
| 4 | 144.24 |
| 5 | 126.18 |
| 6 | 158.18 |